Record 1
Below is a structure of composition C36H33I2N4O3PSTi, with properties calculated with ωB97M-V/def2-TZVPD.

As for the energy: -109402.4262 eV. Its highest occupied orbital energy is -12.9220 eV. Its maximum force is 0.2 eV/A. Its charge is +2. The frontier orbital gap comes out at 6.2 eV. For the energy above the lowest of the compared OMol25 structures with the same formula, charge and spin, the calculation gives 11.1 kcal per mole.

The geometry in XYZ format:
```
81
Properties=species:S:1:pos:R:3:forces:R:3
Ti 0.167 0.466 0.863 0.045 -0.049 -0.047
I 2.970 -6.115 3.212 0.005 -0.007 0.003
C 2.514 -4.131 2.788 0.000 -0.037 0.003
C 3.520 -3.257 2.403 0.015 0.003 0.001
C 3.213 -1.938 2.097 -0.049 0.033 0.006
I 4.724 -0.627 1.525 0.017 0.000 0.006
C 1.899 -1.492 2.179 0.009 -0.005 -0.006
O 1.549 -0.231 1.844 0.026 0.001 -0.069
C 0.889 -2.370 2.584 -0.073 -0.026 0.005
C -0.518 -1.854 2.710 0.047 0.023 -0.008
N -1.045 -1.278 1.422 -0.047 -0.034 0.079
C -1.128 -2.287 0.346 -0.022 0.024 -0.045
C 0.191 -2.364 -0.364 0.031 0.028 0.087
C 0.676 -3.538 -0.910 -0.013 -0.032 -0.067
C 1.910 -3.529 -1.538 0.025 0.003 -0.009
C 2.633 -2.345 -1.584 -0.031 0.023 0.024
C 2.091 -1.218 -1.000 0.003 -0.041 -0.038
N 0.884 -1.218 -0.418 -0.002 0.069 0.117
C 1.202 -3.687 2.885 0.034 0.049 -0.006
H 4.544 -3.599 2.339 -0.002 -0.003 0.003
H -0.569 -1.055 3.451 -0.007 0.006 -0.009
H -1.183 -2.658 3.028 0.001 -0.014 -0.011
H -1.986 -0.942 1.621 -0.001 0.003 -0.009
H -1.904 -1.977 -0.358 -0.012 -0.006 0.013
H -1.409 -3.263 0.746 0.004 -0.008 0.003
H 0.098 -4.449 -0.824 0.008 -0.001 0.001
H 2.314 -4.437 -1.965 -0.006 0.002 -0.003
H 3.612 -2.295 -2.038 0.000 -0.004 0.000
H 2.643 -0.291 -0.970 0.006 0.001 0.002
H 0.422 -4.366 3.206 -0.006 0.004 -0.005
O 0.012 1.373 2.824 -0.041 -0.043 0.047
S -1.334 1.996 2.687 -0.041 -0.018 -0.178
O -2.376 1.461 3.503 0.018 -0.030 0.024
N -1.468 1.654 1.128 -0.002 0.061 0.122
C -2.631 1.656 0.350 0.017 -0.016 -0.071
C -3.868 2.158 0.654 0.017 0.007 0.015
C -4.894 2.109 -0.319 0.005 0.005 0.019
C -4.671 1.590 -1.561 -0.038 0.005 -0.024
C -3.400 1.059 -1.890 0.052 -0.030 -0.049
C -3.061 0.530 -3.154 -0.048 0.027 0.029
C -1.794 0.059 -3.364 0.043 0.000 0.016
C -0.873 0.064 -2.305 0.002 -0.028 -0.040
N -1.147 0.529 -1.098 0.001 0.004 0.026
C -2.394 1.064 -0.910 -0.004 0.013 0.055
C -1.194 3.721 2.921 -0.018 0.015 0.012
C -1.698 4.606 1.977 0.030 -0.008 0.020
C -1.664 5.963 2.257 -0.006 0.011 -0.006
C -1.136 6.410 3.461 0.000 0.002 -0.007
C -0.628 5.511 4.389 0.004 -0.012 0.004
C -0.657 4.151 4.129 0.009 0.008 -0.001
H -4.068 2.594 1.625 0.000 -0.002 0.001
H -5.867 2.506 -0.065 0.001 0.001 -0.002
H -5.455 1.580 -2.307 -0.003 0.002 0.008
H -3.800 0.512 -3.945 -0.002 0.001 0.006
H -1.491 -0.335 -4.323 0.003 0.000 0.002
H 0.117 -0.340 -2.466 -0.012 0.002 -0.006
H -2.120 4.251 1.046 -0.004 -0.010 -0.002
H -2.059 6.669 1.539 -0.001 0.003 0.006
H -1.122 7.470 3.679 -0.001 0.001 -0.006
H -0.217 5.868 5.324 0.000 -0.003 -0.001
H -0.274 3.440 4.849 -0.005 0.003 0.000
C 2.911 2.216 -1.258 -0.020 -0.024 -0.005
P 1.420 2.459 -0.246 0.010 0.024 -0.055
C 0.329 3.430 -1.321 -0.004 0.000 0.028
C 1.941 3.537 1.105 -0.007 -0.009 -0.010
C 2.687 2.972 2.140 0.004 0.004 -0.006
C 3.171 3.774 3.160 -0.001 -0.011 -0.002
C 2.905 5.137 3.156 -0.002 0.002 0.000
C 2.150 5.698 2.136 -0.001 0.002 0.002
C 1.666 4.903 1.109 0.010 0.006 0.002
H 3.298 3.195 -1.540 0.015 -0.002 -0.004
H 2.674 1.653 -2.162 0.011 0.013 -0.008
H 3.673 1.687 -0.685 -0.005 0.011 0.017
H 0.052 2.829 -2.187 0.004 0.002 -0.006
H 0.841 4.327 -1.670 -0.002 -0.001 -0.012
H -0.576 3.712 -0.784 0.005 0.001 0.002
H 2.889 1.907 2.153 0.002 0.002 0.008
H 3.757 3.335 3.956 -0.001 0.003 0.001
H 3.288 5.764 3.951 0.001 -0.001 -0.002
H 1.946 6.761 2.132 -0.002 -0.001 0.007
H 1.085 5.358 0.318 -0.003 0.003 0.004
```
Positions in Å, forces in eV/Å.

Record 2
Below is a structure of composition C36H33InN13O2S, with properties calculated with ωB97M-V/def2-TZVPD.

As for the energy: -77337.2146 eV. Its highest occupied orbital energy is -9.5813 eV. Its maximum force is 1.6 eV/A. Its charge is +1. The frontier orbital gap comes out at 6.9 eV. For the energy above the lowest of the compared OMol25 structures with the same formula, charge and spin, the calculation gives 0.0 kcal per mole.

The geometry in XYZ format:
```
86
Properties=species:S:1:pos:R:3:forces:R:3
In 14.624 11.243 10.190 -0.114 -0.059 0.293
N 18.098 10.437 12.987 1.130 -0.502 0.261
C 18.005 11.793 13.255 -0.296 -0.829 -0.203
C 18.754 12.604 14.068 0.048 1.283 -0.202
C 18.459 13.955 13.980 0.618 0.051 0.425
C 17.437 14.446 13.181 -0.688 -0.480 0.010
C 16.642 13.604 12.433 0.216 -0.218 -0.251
C 16.961 12.239 12.443 0.085 0.751 0.110
N 16.478 11.182 11.694 -0.043 -0.491 -0.081
C 17.227 10.138 12.010 -1.079 0.856 0.026
C 17.115 8.854 11.365 0.411 -1.180 -0.504
C 18.003 7.821 11.466 0.487 -0.701 -0.221
S 17.553 6.517 10.399 -0.218 0.788 0.831
C 16.165 7.434 9.972 0.043 0.848 -0.147
N 16.091 8.624 10.479 0.174 0.060 0.301
H 18.833 9.818 13.323 -0.435 0.307 -0.083
H 19.584 12.299 14.663 0.335 -0.478 0.317
H 19.069 14.670 14.521 -0.068 -0.128 0.136
H 17.184 15.483 13.212 0.089 0.543 -0.089
H 15.843 14.004 11.833 -0.129 -0.037 -0.081
H 18.914 7.709 12.062 -0.469 0.195 -0.250
H 15.407 7.140 9.273 -0.036 -0.552 -0.253
C 19.124 10.087 6.499 0.485 0.193 0.610
N 18.546 10.700 7.696 -0.834 -0.242 -0.165
C 19.383 11.596 8.450 0.847 0.119 -0.047
C 17.226 10.577 8.060 0.501 0.518 0.238
N 16.634 11.301 8.943 0.587 -0.550 -0.143
N 16.518 9.603 7.396 -0.897 -0.580 -0.217
C 15.137 9.390 7.484 -0.214 -0.447 -1.015
N 14.665 8.430 6.615 1.056 0.172 0.444
N 14.352 10.024 8.253 -0.060 0.357 0.722
H 20.085 10.587 6.353 -0.271 -0.058 -0.305
H 18.509 10.241 5.617 -0.045 -0.149 -0.074
H 19.387 9.039 6.678 -0.317 -0.070 -0.239
H 20.424 11.335 8.239 -0.168 0.071 0.071
H 19.251 11.426 9.512 -0.146 0.184 0.325
H 19.272 12.660 8.197 -0.253 -0.210 0.106
H 17.252 12.011 9.293 0.147 0.408 0.184
H 17.042 8.914 6.885 0.002 -0.012 -0.015
H 15.220 8.126 5.843 0.117 -0.065 -0.314
H 13.686 8.250 6.561 -0.366 0.034 0.046
H 13.370 9.797 8.129 0.017 0.002 -0.015
O 13.765 9.589 11.397 0.600 -0.050 -0.073
N 12.529 9.626 11.680 -0.722 0.103 0.175
N 11.836 10.393 10.929 0.593 -0.774 0.989
O 12.379 11.066 9.973 -0.207 0.479 -1.016
C 10.434 10.467 11.173 -1.052 -0.276 0.046
C 9.761 9.590 12.046 0.852 0.475 -0.149
C 8.397 9.670 12.236 0.784 -0.039 -0.123
C 7.690 10.585 11.486 -0.817 -0.341 0.169
C 8.328 11.393 10.579 -0.676 0.122 -0.026
C 9.697 11.371 10.437 -0.103 -0.016 -0.073
H 10.331 8.874 12.591 0.335 -0.398 0.277
H 7.950 8.985 12.941 -0.247 0.089 -0.037
H 6.616 10.622 11.565 -0.179 0.073 0.049
H 7.694 12.007 9.955 0.265 0.309 -0.066
H 10.131 12.028 9.726 0.653 0.302 -0.428
N 9.369 20.150 10.553 -0.275 0.176 0.087
C 9.927 19.150 10.607 0.510 -0.454 -0.173
C 10.746 17.953 10.605 0.145 0.501 -0.196
C 12.141 18.112 10.509 -0.691 0.651 0.718
C 12.915 16.985 10.539 1.034 -0.909 -0.505
C 12.339 15.724 10.570 -1.057 -0.384 0.403
C 10.940 15.564 10.702 1.299 0.005 -0.372
C 10.149 16.689 10.681 -0.795 0.586 0.195
C 13.155 14.477 10.500 -0.100 0.863 0.531
C 13.303 13.808 11.712 -0.493 0.456 0.471
C 12.860 14.291 12.986 0.054 -0.881 0.638
C 13.120 13.291 13.920 0.217 0.215 -0.684
C 13.740 12.260 13.171 -0.085 -0.144 0.669
N 13.850 12.567 11.902 0.613 -0.764 -1.235
C 13.670 14.194 9.246 0.756 -0.455 -0.636
C 13.591 14.983 8.057 0.027 0.127 0.023
C 14.350 14.343 7.091 -0.282 -0.482 0.462
C 14.850 13.170 7.717 -0.213 0.410 -0.714
N 14.483 13.077 8.991 -0.438 0.461 -0.170
H 12.617 19.101 10.533 -0.465 -0.426 -0.186
H 14.007 17.027 10.487 -0.387 0.203 0.006
H 10.566 14.549 10.787 -0.247 0.202 -0.035
H 9.049 16.645 10.744 0.685 -0.120 0.005
H 12.413 15.237 13.183 -0.235 0.421 0.013
H 12.940 13.228 14.989 -0.059 0.323 -0.300
H 14.108 11.312 13.537 -0.022 -0.050 0.011
H 13.064 15.935 7.943 0.158 -0.534 0.122
H 14.461 14.597 6.042 0.087 0.070 0.322
H 15.418 12.395 7.214 -0.072 0.172 0.276
```
Positions in Å, forces in eV/Å.

Record 3
Below is a structure of composition C36H33InN13O2S, with properties calculated with ωB97M-V/def2-TZVPD.

As for the energy: -77336.4147 eV. Its highest occupied orbital energy is -9.5921 eV. Its maximum force is 3.2 eV/A. Its charge is +1. The frontier orbital gap comes out at 6.9 eV. For the energy above the lowest of the compared OMol25 structures with the same formula, charge and spin, the calculation gives 18.4 kcal per mole.

The geometry in XYZ format:
```
86
Properties=species:S:1:pos:R:3:forces:R:3
In 0.360 -0.095 -0.567 0.555 -0.764 0.067
N -2.315 2.162 -3.400 -0.460 0.159 0.013
C -2.883 2.312 -2.136 0.080 1.009 -1.597
C -4.021 3.020 -1.762 0.249 -1.046 -0.166
C -4.318 2.956 -0.424 -0.610 0.562 -0.294
C -3.498 2.282 0.469 0.847 -0.258 0.014
C -2.325 1.649 0.052 -0.387 0.675 0.576
C -1.979 1.705 -1.300 -0.348 -0.647 0.744
N -0.937 1.115 -2.033 -0.566 0.644 -0.099
C -1.200 1.433 -3.289 0.738 -1.228 0.740
C -0.531 0.995 -4.525 -0.368 0.151 1.216
C -0.529 1.802 -5.605 1.555 -1.572 -1.212
S 0.267 0.918 -6.864 -0.608 0.288 -0.673
C 0.325 -0.479 -5.890 0.704 -0.213 0.195
N -0.030 -0.271 -4.662 -0.651 -0.227 0.182
H -2.777 2.194 -4.281 -0.477 0.400 -0.408
H -4.695 3.437 -2.495 0.073 0.274 0.018
H -5.208 3.476 -0.110 -0.103 -0.053 0.386
H -3.736 2.311 1.522 -0.019 -0.141 0.073
H -1.694 1.242 0.818 0.237 -0.340 0.129
H -0.792 2.808 -5.756 -0.308 0.956 0.084
H 0.684 -1.466 -6.240 -0.121 0.903 0.117
C -4.167 -2.453 0.040 -0.160 -0.427 1.444
N -3.102 -3.159 -0.658 -0.331 -0.740 -0.622
C -3.330 -4.549 -1.099 -0.844 0.003 1.239
C -1.911 -2.572 -0.898 0.524 0.467 0.387
N -1.602 -1.336 -0.658 -1.310 0.465 0.223
N -0.950 -3.431 -1.390 -0.119 -0.396 0.192
C 0.117 -3.069 -2.196 0.012 -0.445 0.060
N 0.548 -4.138 -2.930 -0.431 -0.016 0.325
N 0.591 -1.905 -2.156 0.266 0.792 -0.465
H -4.981 -3.155 0.357 0.921 0.507 -0.420
H -4.637 -1.634 -0.492 0.071 0.072 -0.571
H -3.744 -2.022 0.965 -0.217 -0.150 -0.238
H -2.975 -5.307 -0.367 0.038 0.507 -0.218
H -2.891 -4.778 -2.057 -0.145 0.168 -0.398
H -4.415 -4.676 -1.126 0.218 -0.120 -0.346
H -2.440 -0.778 -0.414 0.657 -0.519 -0.096
H -1.112 -4.423 -1.282 0.166 0.325 0.031
H -0.149 -4.805 -3.203 0.113 -0.212 -0.261
H 1.378 -4.072 -3.469 0.460 0.090 -0.369
H 1.233 -1.656 -2.911 -0.241 -0.309 0.223
O 1.931 0.483 -2.022 -0.638 1.015 -0.545
N 3.008 -0.166 -2.058 0.965 -0.246 -0.718
N 3.125 -0.993 -1.118 -0.619 -0.560 1.543
O 2.235 -1.090 -0.157 0.125 0.101 0.321
C 4.260 -1.828 -0.931 0.356 0.493 -0.790
C 5.123 -2.022 -1.996 0.135 -0.041 -1.060
C 6.227 -2.824 -1.812 1.042 -0.446 -0.409
C 6.507 -3.370 -0.562 -0.561 0.083 -0.204
C 5.627 -3.147 0.486 0.604 -0.032 0.526
C 4.482 -2.371 0.315 0.527 -0.637 -0.028
H 4.940 -1.593 -2.998 -0.061 -0.158 0.860
H 6.922 -3.043 -2.649 -0.612 0.296 0.556
H 7.364 -4.006 -0.415 0.175 0.024 -0.001
H 5.934 -3.546 1.463 -0.615 0.164 -0.373
H 3.761 -2.235 1.093 -0.121 0.194 0.315
N -0.324 5.355 8.427 0.655 -2.147 -2.339
C -0.151 4.627 7.519 -1.078 2.104 1.843
C -0.073 3.849 6.296 2.215 0.323 0.924
C 1.215 3.549 5.806 0.527 0.099 0.010
C 1.380 2.829 4.634 -0.001 0.011 0.416
C 0.262 2.371 3.967 -0.767 0.133 0.569
C -1.003 2.691 4.451 0.485 -0.351 0.186
C -1.172 3.419 5.617 -1.193 0.223 -0.844
C 0.351 1.611 2.721 0.086 -0.075 -1.960
C 0.649 2.370 1.583 0.495 1.032 -0.474
C 1.026 3.764 1.572 -0.188 -0.208 -0.018
C 1.369 4.084 0.265 -0.381 -0.106 1.033
C 1.174 2.909 -0.505 -0.309 0.898 1.091
N 0.722 1.917 0.253 0.282 -0.409 0.358
C 0.098 0.240 2.701 -0.079 -0.140 0.959
C -0.235 -0.540 3.835 -0.308 0.998 1.352
C -0.282 -1.840 3.437 -0.043 -0.702 0.232
C 0.032 -1.852 2.061 -0.093 -0.160 0.042
N 0.245 -0.623 1.639 -0.111 0.757 -1.458
H 2.139 3.887 6.296 -0.730 -0.030 0.096
H 2.365 2.597 4.254 0.071 0.069 0.032
H -1.837 2.297 3.913 -0.595 0.041 -0.223
H -2.165 3.765 5.891 0.132 -0.333 0.243
H 1.000 4.444 2.442 0.128 -0.573 -0.727
H 1.650 5.080 -0.032 0.163 -0.109 -0.396
H 1.309 2.835 -1.561 0.041 -0.363 -0.435
H -0.448 -0.146 4.856 0.343 -0.421 -1.040
H -0.489 -2.653 4.102 -0.043 -0.433 -0.090
H 0.118 -2.668 1.345 -0.068 0.030 0.403
```
Positions in Å, forces in eV/Å.